No. 1
{"formula": "C11H13ClN2O4", "method": "ωB97M-V/def2-TZVPD", "elements": ["C", "H", "O", "C", "C", "H", "H", "C", "N", "C", "O", "C", "C", "C", "C", "C", "C", "H", "H", "N", "O", "O", "Cl", "H", "H", "H", "H", "H", "H", "H", "H"], "positions_angstrom": [[4.74802, 2.11328, 0.10009], [5.53065, 2.47509, -0.56279], [4.27632, 0.91328, -0.45418], [3.25150, 0.31514, 0.30178], [2.85306, -0.98964, -0.38289], [2.48286, -0.76701, -1.38407], [3.74917, -1.60110, -0.48785], [1.79890, -1.77483, 0.39690], [0.50715, -1.12612, 0.37739], [-0.56991, -1.67473, -0.22559], [-0.56558, -2.76927, -0.74636], [-1.80687, -0.82218, -0.18244], [-3.02781, -1.46545, -0.04062], [-4.21864, -0.74937, -0.02000], [-4.16745, 0.64140, -0.15315], [-2.94147, 1.28367, -0.30893], [-1.76649, 0.56389, -0.32710], [-0.83016, 1.07691, -0.48407], [-2.94109, 2.35803, -0.41924], [-5.34773, 1.47718, -0.14395], [-6.40121, 0.99311, -0.48043], [-5.18927, 2.63077, 0.19428], [-5.69041, -1.59913, 0.21245], [-3.04428, -2.54031, 0.04936], [0.42476, -0.23131, 0.83086], [2.12274, -1.91148, 1.43402], [1.65221, -2.75446, -0.06311], [2.39251, 1.00432, 0.37274], [3.60559, 0.11315, 1.32682], [3.94979, 2.86385, 0.16679], [5.16312, 1.95330, 1.10329]], "atomic_forces_ev_per_a": [[0.001, 0.077, 0.059], [0.007, 0.079, 0.065], [-0.102, -0.207, -0.109], [-0.024, -0.213, -0.083], [0.022, 0.224, 0.274], [-0.006, -0.042, -0.049], [0.045, -0.030, -0.012], [0.285, -0.089, -0.252], [0.207, 0.304, 0.185], [-0.093, 0.226, 0.161], [-0.108, -0.271, -0.135], [-0.281, 0.115, -0.125], [0.023, 0.084, -0.021], [0.046, 0.319, -0.030], [0.981, -0.613, -0.061], [-0.283, 0.081, 0.039], [-0.083, -0.263, 0.045], [0.089, 0.054, -0.020], [-0.002, -0.006, 0.000], [-0.316, 0.270, 0.015], [-0.283, 0.010, -0.184], [-0.013, 0.401, 0.138], [0.044, -0.360, 0.096], [-0.050, -0.087, 0.004], [-0.170, -0.089, -0.031], [-0.031, -0.080, -0.065], [0.056, 0.098, 0.169], [0.049, -0.034, 0.030], [-0.054, 0.024, -0.066], [0.040, -0.004, -0.004], [0.002, 0.023, -0.033]], "homo_ev": -10.0, "orbital_gap_ha": 0.339, "e_lumo_ev": -0.804, "smiles": "COCCCNC(=O)c1ccc([N+](=O)[O-])c(Cl)c1", "de_lowest_kj_mol": 274.5, "e_tot_ha": -1297.53358}



No. 2
{"formula": "C41H16F15GeNPPdS", "method": "ωB97M-V/def2-TZVPD", "elements": ["Pd", "C", "C", "C", "C", "C", "C", "P", "C", "C", "C", "C", "C", "C", "C", "C", "C", "C", "C", "C", "C", "C", "C", "C", "H", "H", "H", "H", "H", "H", "H", "H", "H", "H", "H", "H", "H", "H", "H", "H", "F", "C", "C", "C", "F", "C", "F", "C", "F", "C", "F", "Ge", "S", "C", "C", "F", "C", "F", "C", "F", "C", "F", "C", "F", "C", "C", "F", "C", "F", "C", "F", "C", "F", "C", "F", "N", "C"], "positions_angstrom": [[-1.54893, -1.79848, -0.58762], [5.23362, -0.74919, -0.93207], [4.76354, -2.05413, -0.94224], [3.41662, -2.31270, -0.74398], [2.53495, -1.25075, -0.53100], [3.01378, 0.05464, -0.50690], [4.36137, 0.30661, -0.71126], [0.80693, -1.65682, -0.15031], [0.52349, -3.26247, -0.98304], [0.21680, -4.42792, -0.28259], [0.02825, -5.61526, -0.97314], [0.14704, -5.64566, -2.35446], [0.48056, -4.49254, -3.05576], [0.67013, -3.30281, -2.37887], [0.61830, -1.87015, 1.61299], [1.68334, -1.73819, 2.47294], [1.51346, -1.99321, 3.84222], [0.28389, -2.32996, 4.33556], [-0.85503, -2.43609, 3.50258], [-2.14416, -2.70666, 4.02023], [-3.23575, -2.71785, 3.20173], [-3.11033, -2.49126, 1.81316], [-1.86449, -2.25630, 1.29169], [-0.69553, -2.21415, 2.11013], [6.28478, -0.55454, -1.09922], [5.44617, -2.87583, -1.11313], [3.06012, -3.33434, -0.76183], [2.33359, 0.87555, -0.33394], [4.72546, 1.32484, -0.70688], [0.11493, -4.40980, 0.79503], [-0.22605, -6.51399, -0.42810], [-0.01969, -6.56934, -2.89198], [0.57702, -4.52104, -4.13265], [0.92278, -2.40557, -2.93232], [2.65760, -1.46097, 2.08954], [2.36107, -1.90559, 4.50808], [0.16022, -2.49914, 5.39872], [-2.25015, -2.89219, 5.08155], [-4.21878, -2.91844, 3.60739], [-3.98419, -2.51537, 1.18042], [-3.37855, 0.39800, -0.27871], [-3.57073, 1.72697, -0.21144], [-2.51692, 2.59277, -0.43729], [-2.78806, 3.94732, -0.31626], [-1.78187, 4.82501, -0.47767], [-4.04321, 4.43764, -0.02327], [-4.25861, 5.74312, 0.07596], [-5.08165, 3.53847, 0.17814], [-6.29224, 3.98089, 0.46701], [-4.84425, 2.17538, 0.08993], [-5.82930, 1.31228, 0.30047], [-0.65372, 2.12707, -0.79251], [-0.26467, 0.00561, -1.55406], [0.04090, 3.09785, -2.34183], [-0.79812, 3.66397, -3.29696], [-2.12603, 3.63566, -3.14048], [-0.32451, 4.27163, -4.44488], [-1.16748, 4.80999, -5.31502], [1.04051, 4.30825, -4.68308], [1.51085, 4.88374, -5.77384], [1.90924, 3.72911, -3.77032], [3.21957, 3.74465, -3.98793], [1.39457, 3.13495, -2.63643], [2.27162, 2.57110, -1.78897], [0.29493, 2.45578, 0.87715], [1.20313, 3.47885, 1.10027], [1.53935, 4.31733, 0.11955], [1.78344, 3.68399, 2.34034], [2.65914, 4.66355, 2.51887], [1.43778, 2.86171, 3.40279], [1.98469, 3.04724, 4.59016], [0.49794, 1.85548, 3.22268], [0.13198, 1.08817, 4.24058], [-0.05657, 1.68599, 1.97265], [-1.02236, 0.75285, 1.81636], [-3.87880, -3.49552, -1.94712], [-3.02872, -2.91985, -1.42556]], "atomic_forces_ev_per_a": [[-1.113, 0.645, -1.127], [0.044, 0.009, 0.000], [0.004, -0.024, -0.005], [-0.074, -0.086, -0.005], [-0.148, 0.087, 0.158], [-0.104, 0.031, 0.114], [-0.098, -0.008, 0.018], [0.904, -0.723, -0.426], [0.505, 0.187, -0.234], [-0.010, 0.052, 0.188], [0.010, 0.030, -0.030], [-0.002, -0.010, 0.023], [-0.063, 0.033, 0.013], [-0.063, 0.081, 0.101], [-0.940, 0.106, -0.056], [0.077, -0.004, -0.178], [0.082, 0.023, 0.099], [-0.018, -0.021, 0.065], [0.021, 0.076, -0.246], [0.028, 0.014, 0.012], [-0.049, -0.057, 0.070], [0.470, 0.019, -0.106], [-0.082, -0.213, 0.108], [0.001, 0.316, -0.414], [-0.007, 0.001, 0.001], [-0.022, 0.000, 0.003], [-0.001, 0.015, 0.000], [-0.009, 0.009, 0.019], [-0.014, 0.014, 0.005], [-0.015, 0.001, -0.021], [0.008, 0.008, 0.001], [0.001, -0.005, 0.019], [0.016, 0.014, 0.012], [0.024, 0.003, 0.009], [0.003, 0.014, 0.026], [-0.002, -0.005, -0.016], [-0.007, -0.015, -0.012], [0.000, 0.010, -0.003], [0.013, 0.020, 0.004], [-0.004, -0.020, -0.057], [-0.097, 0.305, 0.023], [0.102, -0.302, -0.078], [0.062, -0.117, 0.065], [0.145, 0.059, 0.019], [-0.038, -0.075, -0.021], [-0.049, 0.046, 0.016], [-0.001, -0.074, -0.002], [0.003, -0.008, 0.003], [0.040, -0.011, -0.010], [-0.025, 0.002, 0.009], [0.010, 0.026, -0.003], [-0.082, 0.409, 0.016], [0.527, -0.456, 0.904], [-0.194, -0.194, -0.217], [-0.141, 0.003, 0.096], [0.059, -0.041, 0.050], [0.046, 0.051, -0.055], [0.047, -0.019, 0.020], [-0.008, -0.001, 0.012], [-0.020, -0.030, 0.048], [0.042, 0.034, -0.025], [-0.051, 0.004, -0.005], [0.125, -0.031, 0.182], [-0.064, 0.013, -0.064], [0.024, 0.007, -0.050], [0.073, 0.026, -0.124], [-0.032, -0.032, 0.021], [0.055, 0.017, 0.085], [-0.034, -0.048, 0.009], [-0.035, -0.009, -0.061], [0.000, -0.003, -0.002], [0.043, 0.037, -0.004], [-0.012, -0.052, 0.087], [-0.313, -0.180, -0.127], [0.259, 0.120, 0.034], [-0.190, -0.185, -0.294], [0.359, 0.082, 1.313]], "homo_ev": -11.6, "orbital_gap_ha": 0.234, "total_charge": 1, "e_lumo_ev": -5.250, "e_tot_ha": -6068.74529}



No. 3
{"formula": "C32H45Cl2N2PRuS", "method": "ωB97M-V/def2-TZVPD", "elements": ["P", "C", "C", "C", "C", "C", "C", "C", "C", "C", "C", "C", "C", "C", "C", "C", "C", "C", "C", "H", "H", "H", "H", "H", "H", "H", "H", "H", "H", "H", "H", "H", "H", "H", "H", "H", "H", "H", "H", "H", "H", "H", "H", "H", "H", "H", "H", "H", "H", "H", "H", "H", "Ru", "Cl", "Cl", "C", "H", "C", "C", "C", "C", "C", "C", "H", "H", "H", "H", "H", "N", "C", "N", "C", "C", "C", "C", "C", "C", "S", "H", "H", "H", "H", "H", "H"], "positions_angstrom": [[0.20016, -0.89405, -3.70308], [1.69698, -0.29542, -4.76231], [1.87068, -0.79009, -6.22516], [3.19669, -0.33206, -6.82770], [3.57280, 1.13210, -6.57516], [3.16641, 1.70026, -5.19907], [1.78999, 1.23708, -4.69824], [-1.23356, -0.04780, -4.60221], [-0.97570, 0.08320, -6.09725], [-2.22142, 0.55059, -6.82745], [-2.81770, 1.83559, -6.23882], [-2.80315, 1.92433, -4.69725], [-1.55753, 1.32698, -4.00680], [-0.01780, -2.58473, -4.59875], [1.17008, -3.51661, -4.29720], [1.08536, -4.83945, -5.10437], [-0.26404, -5.56608, -5.00495], [-1.47282, -4.61939, -5.10419], [-1.35996, -3.28258, -4.32184], [2.49916, -0.74259, -4.14079], [1.09747, -0.39457, -6.89600], [1.79389, -1.88681, -6.28772], [3.16019, -0.51772, -7.90826], [3.98468, -0.98196, -6.43599], [4.66523, 1.22142, -6.68318], [3.11209, 1.75647, -7.35538], [3.92073, 1.41019, -4.45101], [3.18125, 2.79879, -5.24673], [1.64524, 1.58920, -3.65918], [1.01048, 1.70930, -5.32484], [-2.07822, -0.73924, -4.43404], [-2.96124, -0.25523, -6.77903], [-0.66239, -0.87768, -6.53156], [-0.18195, 0.82735, -6.24419], [-1.96894, 0.68223, -7.88671], [-3.86000, 1.90898, -6.58654], [-2.26838, 2.69797, -6.64824], [-2.90665, 2.97627, -4.39475], [-3.69161, 1.40267, -4.30664], [-1.77564, 1.22026, -2.93180], [-0.68864, 2.00905, -4.10153], [-0.01742, -2.39363, -5.69214], [2.13346, -3.02467, -4.53183], [1.16699, -3.75170, -3.21830], [1.29346, -4.61369, -6.16152], [1.89146, -5.50928, -4.77730], [-0.30729, -6.11748, -4.04788], [-0.33005, -6.32095, -5.80935], [-2.38354, -5.14119, -4.78336], [-1.63275, -4.36237, -6.16259], [-2.20490, -2.63770, -4.63047], [-1.46490, -3.45537, -3.23772], [0.31030, -0.30662, -1.17039], [-1.93460, -0.98439, -1.80882], [2.62250, -0.13458, -1.05926], [-0.54033, 0.89775, 0.02644], [-1.17764, 0.51381, 0.87339], [-0.53322, 2.35622, -0.11193], [-1.13337, 3.29961, 0.78248], [-1.17355, 4.63746, 0.39857], [-0.60585, 5.08817, -0.80991], [0.08490, 4.17051, -1.60672], [0.15188, 2.82619, -1.24657], [-1.55161, 2.92802, 1.72577], [-1.68631, 5.36477, 1.03623], [0.54857, 4.48572, -2.53767], [0.72806, 2.08664, -1.82569], [-0.72532, 6.13276, -1.10550], [-1.05322, -2.98801, 0.06636], [-0.11362, -2.57985, 0.90739], [0.58466, -1.44842, 0.76324], [1.12468, -1.01838, 1.98082], [1.54912, 0.26936, 2.33104], [1.87125, 0.57631, 3.65592], [1.69142, -0.39592, 4.65058], [1.22814, -1.69077, 4.34280], [0.93572, -1.97965, 3.01325], [0.10098, -3.39445, 2.44591], [-1.61839, -3.80761, 0.27597], [-1.39557, -2.34227, -0.67587], [1.56900, 1.03730, 1.56001], [2.27384, 1.55714, 3.92127], [1.89962, -0.14594, 5.69217], [1.10109, -2.46786, 5.10280]], "atomic_forces_ev_per_a": [[0.408, 0.034, -2.879], [-0.608, -0.501, 0.259], [-0.071, 0.345, -0.062], [0.386, -0.457, 0.260], [-0.186, 0.265, -0.002], [0.246, -0.067, 0.224], [0.489, 0.043, -0.030], [0.440, -0.142, 0.359], [-0.399, 0.072, -0.043], [-0.183, -0.082, 0.123], [0.063, 0.200, -0.082], [-0.059, -0.148, 0.110], [-0.306, 0.162, -0.060], [0.015, 0.058, 0.118], [-0.215, -0.406, 0.041], [0.126, 0.344, -0.065], [-0.040, 0.049, 0.357], [-0.052, 0.392, -0.155], [0.124, -0.430, 0.182], [0.071, 0.437, -0.332], [0.329, -0.173, 0.459], [0.186, 0.381, -0.031], [0.130, 0.022, 0.085], [0.134, 0.054, 0.066], [-0.318, 0.160, -0.113], [0.075, -0.095, 0.096], [-0.204, 0.013, -0.112], [0.092, -0.199, 0.010], [0.058, -0.158, -0.464], [0.400, -0.218, 0.377], [0.165, 0.522, -0.052], [-0.080, -0.002, 0.009], [-0.172, 0.495, 0.111], [-0.378, -0.354, -0.160], [-0.215, 0.101, 0.038], [0.279, 0.246, 0.032], [-0.104, -0.159, 0.054], [-0.063, -0.214, -0.072], [0.227, 0.031, -0.044], [0.213, 0.207, -0.440], [-0.461, -0.326, -0.009], [0.108, 0.054, 0.595], [-0.439, -0.198, 0.240], [0.080, 0.124, -0.241], [-0.078, 0.043, 0.119], [-0.120, 0.073, -0.069], [0.006, 0.215, -0.250], [0.011, 0.193, 0.354], [0.133, 0.029, -0.059], [0.079, -0.040, 0.100], [0.402, -0.355, 0.255], [-0.017, 0.014, -0.305], [1.253, -2.358, -1.297], [-2.379, -0.717, -0.289], [1.959, 0.237, -0.372], [-2.213, 4.335, 2.823], [0.487, 0.374, -0.682], [0.092, -1.877, 0.750], [0.251, 0.002, -0.737], [-0.185, 0.010, 0.207], [-0.225, -0.190, 0.330], [0.085, -0.451, -0.046], [0.148, 1.174, -0.360], [0.035, 0.306, -0.414], [0.183, -0.211, -0.129], [0.044, 0.089, 0.099], [-0.394, 0.623, 0.115], [0.140, -0.321, 0.069], [-0.101, -1.185, -0.286], [0.650, 1.633, 0.498], [-1.095, -1.560, 0.378], [-0.934, -0.784, 0.767], [0.255, 0.134, -0.376], [-0.197, -0.810, -0.091], [0.077, -0.460, 0.127], [0.363, 0.489, -0.151], [0.533, 0.860, 0.431], [0.082, -0.002, -0.019], [0.468, 0.463, 0.016], [0.091, -0.296, 0.221], [0.172, -0.251, 0.061], [-0.341, -0.280, -0.154], [0.018, -0.095, -0.266], [-0.031, 0.464, -0.124]], "homo_ev": [-2.1, -4.1], "multiplicity": 6, "orbital_gap_ha": [0.166, 0.237], "total_charge": -1, "e_lumo_ev": [2.362, 2.348], "e_tot_ha": -3110.67763}